1.
The following is a quantum chemistry calculation of a cluster of 14 separate species, C54H110N2O26 in total, from OMol25.

Geometry as XYZ:
```
192
Properties=species:S:1:pos:R:3:lowdin_charge:R:1
O 1.602 -1.642 2.524 0.0718
C 2.476 -1.502 3.350 -0.5056
O 2.973 -0.284 3.680 -0.0187
C 2.323 0.791 3.056 -0.2704
C 1.668 1.628 4.088 -0.0732
C 3.239 -2.552 4.033 0.0371
H 1.616 0.451 2.309 0.0825
H 3.172 1.377 2.546 0.1463
H 2.454 1.936 4.802 0.0816
H 1.035 1.070 4.811 0.0796
H 1.055 2.482 3.639 0.0909
H 3.683 -2.175 4.955 0.0953
H 4.017 -2.902 3.318 0.1140
H 2.575 -3.388 4.203 0.0577
O -4.602 0.856 5.846 0.1361
C -3.783 1.043 6.670 -0.5464
O -4.024 1.764 7.821 -0.0332
C -5.182 2.557 7.866 -0.2606
C -5.412 3.134 9.247 -0.0559
C -2.328 0.750 6.636 0.0248
H -5.994 1.878 7.610 0.1206
H -5.148 3.323 7.086 0.1233
H -5.262 2.292 9.877 0.0633
H -6.436 3.527 9.333 0.0890
H -4.631 3.871 9.459 0.0816
H -1.790 1.664 6.265 0.1119
H -2.072 -0.058 5.969 0.0677
H -1.918 0.484 7.569 0.0725
O 4.467 2.760 -2.084 0.0707
C 3.386 3.055 -1.594 -0.5137
O 2.802 4.259 -1.755 -0.0439
C 3.458 5.118 -2.688 -0.2334
C 4.402 6.036 -1.882 -0.0566
C 2.485 2.088 -0.819 0.0466
H 2.729 5.787 -3.237 0.1326
H 3.989 4.554 -3.515 0.1265
H 4.925 5.541 -1.079 0.0751
H 3.738 6.766 -1.408 0.0622
H 5.078 6.574 -2.545 0.0759
H 2.786 1.062 -0.810 0.0812
H 1.460 2.222 -1.182 0.0810
H 2.324 2.434 0.200 0.0586
O 1.166 -5.092 -7.500 0.1087
C 0.813 -5.628 -6.494 -0.5535
O 0.483 -4.999 -5.360 -0.0516
C 0.589 -3.576 -5.363 -0.1692
C 0.083 -3.199 -3.939 -0.0508
C 0.787 -7.170 -6.319 0.0294
H 0.003 -3.187 -6.246 0.1473
H 1.687 -3.385 -5.435 0.1115
H -0.978 -3.540 -3.853 0.0827
H 0.009 -2.185 -3.757 0.0006
H 0.730 -3.624 -3.136 0.0902
H 1.786 -7.527 -6.498 0.0740
H 0.051 -7.449 -7.061 0.0800
H 0.597 -7.418 -5.218 0.0916
O -0.775 -6.165 -0.142 0.0901
C -0.839 -6.115 -1.334 -0.5517
O 0.212 -6.292 -2.120 -0.0137
C 1.458 -6.637 -1.476 -0.2148
C 2.322 -7.028 -2.614 -0.0666
C -2.074 -5.766 -2.131 0.0229
H 1.283 -7.415 -0.723 0.1242
H 1.809 -5.759 -0.930 0.1211
H 2.010 -8.023 -2.968 0.0914
H 3.311 -7.182 -2.256 0.0630
H 2.359 -6.272 -3.413 0.0893
H -2.882 -6.472 -1.871 0.0906
H -1.962 -5.809 -3.212 0.0716
H -2.482 -4.717 -1.886 0.1081
O -6.027 4.180 4.001 0.0978
C -5.607 3.478 3.110 -0.5543
O -4.377 2.998 3.024 -0.0399
C -3.319 3.293 3.943 -0.1947
C -2.813 4.682 3.635 -0.0529
C -6.370 3.055 1.890 0.0288
H -2.664 2.438 3.733 0.1244
H -3.651 3.180 4.973 0.1002
H -3.570 5.513 3.747 0.1036
H -2.247 4.797 2.676 0.0756
H -2.109 5.013 4.377 0.0635
H -5.604 2.685 1.198 0.0540
H -6.904 3.863 1.378 0.0939
H -7.040 2.255 2.188 0.0949
O -3.565 3.564 -4.270 0.0618
C -4.446 3.232 -5.032 -0.5094
O -5.504 2.445 -4.610 -0.0127
C -5.432 2.185 -3.171 -0.1965
C -5.689 3.412 -2.296 -0.0461
C -4.437 3.514 -6.506 0.0341
H -4.488 1.717 -2.959 0.0936
H -6.194 1.461 -2.984 0.1097
H -5.013 4.194 -2.450 0.0424
H -5.599 3.091 -1.255 0.0633
H -6.714 3.789 -2.459 0.0919
H -4.278 4.610 -6.511 0.1069
H -5.355 3.302 -6.965 0.0653
H -3.601 2.965 -6.892 0.0873
O 1.547 6.464 -0.021 0.0804
C 0.655 5.826 0.483 -0.6188
O -0.571 6.013 0.137 0.0130
C -0.759 6.884 -1.016 -0.1601
C -0.949 6.157 -2.369 -0.0396
C 0.849 4.841 1.533 0.0295
H 0.073 7.602 -1.111 0.1223
H -1.643 7.345 -0.680 0.1041
H -1.880 5.604 -2.372 0.0620
H -0.170 5.420 -2.551 0.0593
H -0.860 6.758 -3.270 0.0775
H -0.085 4.269 1.543 0.0581
H 1.062 5.354 2.490 0.1137
H 1.708 4.163 1.286 0.0969
O 5.382 -1.676 -2.072 0.0832
C 4.721 -2.679 -1.965 -0.5769
O 3.534 -2.718 -2.582 -0.0252
C 3.375 -1.562 -3.533 -0.1820
C 4.073 -1.831 -4.888 -0.0286
C 5.030 -3.902 -1.204 0.0349
H 3.641 -0.665 -2.984 0.1022
H 2.309 -1.448 -3.565 0.0677
H 5.144 -1.782 -4.826 0.0681
H 3.549 -1.197 -5.580 0.0617
H 3.726 -2.887 -5.183 0.0911
H 4.642 -4.775 -1.689 0.0683
H 4.581 -3.634 -0.262 0.0924
H 6.125 -4.003 -1.121 0.1038
O -4.797 0.473 -0.021 0.0769
C -4.378 -0.663 -0.142 -0.5477
O -3.911 -1.397 0.852 -0.0054
C -3.723 -0.745 2.165 -0.1975
C -3.060 -1.643 3.126 -0.0637
C -4.596 -1.586 -1.296 0.0314
H -4.700 -0.437 2.615 0.1391
H -3.284 0.263 2.059 0.1117
H -2.072 -2.036 2.878 0.0365
H -3.768 -2.493 3.210 0.0984
H -2.990 -1.297 4.214 0.0969
H -4.727 -2.579 -0.955 0.0713
H -3.754 -1.487 -2.036 0.1088
H -5.500 -1.338 -1.807 0.0753
O -0.393 1.677 1.302 0.0754
C -1.187 1.467 0.413 -0.5082
O -1.280 0.204 -0.128 -0.0299
C -0.331 -0.737 0.387 -0.1937
C -0.727 -2.088 -0.253 -0.0243
C -2.186 2.458 -0.071 0.0481
H -0.246 -0.711 1.473 0.0954
H 0.645 -0.423 0.096 0.1034
H -0.756 -2.112 -1.323 0.0509
H -1.625 -2.532 0.194 0.0679
H 0.009 -2.804 0.047 0.0616
H -1.864 3.460 0.293 0.0863
H -3.201 2.285 0.360 0.0830
H -2.198 2.284 -1.147 0.0779
O 5.204 -0.612 1.464 0.0682
C 6.192 0.095 1.363 -0.5296
O 7.342 -0.170 1.979 -0.0247
C 7.543 -1.371 2.770 -0.2068
C 6.948 -1.133 4.108 -0.0804
C 6.243 1.338 0.501 0.0358
H 8.591 -1.678 2.705 0.1206
H 6.974 -2.177 2.180 0.1390
H 5.819 -1.073 4.036 0.0782
H 7.325 -0.224 4.619 0.0938
H 7.080 -1.956 4.788 0.0689
H 5.652 1.278 -0.412 0.0700
H 7.261 1.627 0.328 0.0748
H 5.835 2.129 1.189 0.1077
C 1.986 -6.832 2.467 0.0046
C 1.243 -5.701 3.212 -0.5081
O 1.540 -5.351 4.339 0.0251
N 0.259 -5.047 2.469 0.0295
C -0.538 -3.984 3.016 -0.0894
H 2.437 -6.305 1.564 0.0894
H 1.308 -7.575 2.092 0.0625
H 2.778 -7.246 3.099 0.0793
H 0.050 -5.374 1.560 0.0621
H -1.413 -3.863 2.346 0.0808
H -0.079 -3.049 3.108 0.0363
H -1.013 -4.320 3.928 0.0931
C 2.342 2.107 -4.510 0.0247
C 1.140 1.197 -4.392 -0.5284
O 1.225 0.031 -4.737 0.0262
N -0.010 1.718 -3.842 0.0292
C -1.176 0.826 -3.892 -0.0616
H 3.147 1.561 -3.979 0.0864
H 2.322 3.035 -3.986 0.0378
H 2.535 2.210 -5.615 0.1180
H -0.164 2.709 -3.863 0.1254
H -1.953 1.246 -3.258 0.0498
H -0.865 -0.144 -3.407 0.0876
H -1.591 0.765 -4.901 0.0903
```

Properties
Electronic energy ... -113999.0478 eV


2.
The following is a quantum chemistry calculation of a cluster of 6 separate species, C54H114N6O6 in total, from OMol25.

Geometry as XYZ:
```
180
Properties=species:S:1:pos:R:3:lowdin_charge:R:1
C -0.507 4.703 5.431 -0.0224
C -1.184 3.546 6.168 -0.4960
C -0.335 2.281 6.126 -0.0420
C -1.346 3.970 7.634 -0.1236
C -2.365 3.158 8.478 -0.1601
C -3.685 3.021 7.697 -0.1464
C -3.555 2.492 6.264 -0.5177
C -3.325 0.977 6.210 -0.0282
C -4.920 2.814 5.608 -0.0448
N -2.508 3.234 5.573 -0.1053
O -2.360 2.831 4.237 -0.0239
H -1.201 5.545 5.476 0.0875
H 0.419 4.981 5.927 0.0897
H -0.373 4.429 4.384 0.0683
H 0.724 2.436 6.361 0.0956
H -0.697 1.460 6.748 0.0570
H -0.234 1.766 5.163 0.0622
H -0.419 3.706 8.151 0.1163
H -1.536 5.029 7.800 0.1172
H -2.010 2.155 8.724 0.1003
H -2.645 3.607 9.431 0.1076
H -4.231 3.967 7.662 0.1158
H -4.389 2.366 8.219 0.1217
H -2.644 0.720 7.026 0.0653
H -2.879 0.592 5.290 0.0795
H -4.230 0.372 6.301 0.0842
H -5.070 3.880 5.458 0.0842
H -5.744 2.299 6.106 0.0835
H -4.985 2.320 4.630 0.0784
H -2.674 3.568 3.699 0.1105
C 3.756 -1.268 4.352 -0.0255
C 2.533 -1.922 4.970 -0.4866
C 2.947 -2.831 6.130 -0.0223
C 1.566 -0.844 5.447 -0.1504
C 0.188 -1.357 5.793 -0.1642
C -0.409 -1.921 4.487 -0.1202
C 0.461 -3.050 3.893 -0.4811
C 0.253 -4.315 4.737 -0.0369
C -0.122 -3.255 2.488 -0.0240
N 1.891 -2.669 3.827 -0.0791
O 2.679 -3.725 3.349 -0.0429
H 3.509 -0.659 3.481 0.0626
H 4.390 -0.772 5.086 0.0955
H 4.395 -2.031 3.890 0.0712
H 2.129 -3.377 6.600 0.0671
H 3.495 -3.641 5.629 0.0825
H 3.619 -2.451 6.896 0.0863
H 1.970 -0.329 6.326 0.1287
H 1.402 -0.027 4.736 0.0907
H 0.258 -2.202 6.481 0.0993
H -0.337 -0.504 6.215 0.0808
H -0.496 -1.086 3.794 0.0903
H -1.355 -2.352 4.816 0.1266
H -0.556 -4.934 4.343 0.0794
H 0.206 -4.263 5.828 0.0712
H 1.090 -5.028 4.690 0.0827
H -1.080 -3.773 2.482 0.0870
H 0.612 -3.843 1.933 0.0689
H -0.287 -2.275 2.043 0.0693
H 3.332 -3.297 2.774 0.0518
C 1.801 3.694 1.948 -0.0280
C 2.141 2.206 1.685 -0.4970
C 3.532 1.968 2.248 -0.0336
C 1.136 1.322 2.409 -0.1408
C -0.212 1.078 1.771 -0.1575
C -0.047 0.682 0.294 -0.1214
C 0.863 1.655 -0.455 -0.4965
C 1.125 1.044 -1.839 -0.0294
C 0.120 2.966 -0.689 -0.0243
N 2.130 1.818 0.265 -0.0826
O 3.069 2.570 -0.494 -0.0128
H 0.785 4.039 1.743 0.0596
H 1.997 3.974 2.984 0.0801
H 2.351 4.340 1.257 0.0849
H 3.477 2.016 3.338 0.0914
H 3.915 0.965 2.029 0.0669
H 4.287 2.647 1.853 0.0877
H 1.639 0.351 2.516 0.1080
H 0.951 1.704 3.417 0.0993
H -0.750 0.258 2.250 0.0914
H -0.847 1.961 1.882 0.1037
H -0.992 0.475 -0.214 0.1197
H 0.367 -0.337 0.296 0.1047
H 1.580 0.054 -1.891 0.0646
H 1.760 1.662 -2.484 0.0903
H 0.173 1.102 -2.373 0.0545
H 0.784 3.694 -1.165 0.0953
H -0.270 3.454 0.203 0.0608
H -0.744 2.868 -1.351 0.0754
H 3.799 1.940 -0.488 0.0680
C -0.344 -0.998 -6.418 -0.0268
C -0.735 -1.800 -5.177 -0.4921
C 0.521 -2.523 -4.586 -0.0131
C -1.267 -0.776 -4.137 -0.1372
C -2.035 -1.322 -2.954 -0.1685
C -3.112 -2.268 -3.485 -0.1329
C -2.602 -3.367 -4.451 -0.5106
C -1.838 -4.473 -3.679 -0.0215
C -3.851 -3.981 -5.042 -0.0420
N -1.793 -2.725 -5.483 -0.1220
O -1.537 -3.579 -6.575 0.0015
H 0.380 -0.245 -6.110 0.0856
H 0.138 -1.626 -7.175 0.0841
H -1.196 -0.620 -6.988 0.0716
H 1.452 -2.036 -4.887 0.0740
H 0.522 -2.440 -3.495 0.0656
H 0.589 -3.576 -4.853 0.0783
H -0.396 -0.179 -3.858 0.0943
H -1.918 -0.140 -4.747 0.0916
H -1.391 -1.813 -2.220 0.1047
H -2.619 -0.573 -2.409 0.1076
H -3.839 -1.668 -4.045 0.1047
H -3.719 -2.664 -2.667 0.1250
H -2.474 -5.238 -3.239 0.0824
H -1.166 -4.041 -2.931 0.0658
H -1.126 -4.995 -4.325 0.0774
H -3.614 -4.927 -5.532 0.0859
H -4.134 -3.264 -5.822 0.0873
H -4.646 -4.111 -4.315 0.0885
H -2.182 -3.316 -7.241 0.1050
C -5.381 2.781 -6.257 -0.0142
C -4.082 1.942 -6.373 -0.5132
C -4.397 0.463 -6.200 -0.0451
C -3.477 1.997 -7.787 -0.1337
C -2.675 3.253 -8.111 -0.1620
C -1.602 3.417 -7.005 -0.1288
C -2.100 3.347 -5.543 -0.5005
C -0.937 3.062 -4.631 -0.0377
C -2.702 4.739 -5.224 -0.0292
N -3.119 2.329 -5.364 -0.1221
O -3.464 2.102 -4.034 -0.0039
H -5.201 3.817 -6.537 0.0727
H -6.152 2.426 -6.949 0.0792
H -5.799 2.621 -5.265 0.0826
H -3.519 -0.152 -6.378 0.0636
H -4.814 0.296 -5.200 0.0808
H -5.219 0.156 -6.852 0.0929
H -2.844 1.133 -7.980 0.1083
H -4.337 1.987 -8.463 0.1219
H -2.143 3.136 -9.056 0.1086
H -3.244 4.180 -8.190 0.1031
H -1.010 4.319 -7.177 0.1218
H -0.833 2.642 -7.112 0.1084
H -0.302 3.940 -4.472 0.0913
H -0.301 2.259 -5.015 0.0764
H -1.148 2.796 -3.594 0.0596
H -3.271 5.166 -6.051 0.0685
H -1.940 5.471 -4.938 0.0773
H -3.351 4.740 -4.343 0.0837
H -3.261 1.176 -3.842 0.0711
C 2.366 -2.742 -0.043 -0.0201
C 3.575 -3.552 -0.483 -0.5002
C 3.610 -4.900 0.264 -0.0220
C 3.505 -3.880 -1.943 -0.1501
C 3.804 -2.698 -2.859 -0.1731
C 5.214 -2.216 -2.522 -0.1415
C 5.358 -1.805 -1.021 -0.4878
C 6.887 -1.567 -0.875 -0.0254
C 4.636 -0.436 -0.829 -0.0273
N 4.883 -2.913 -0.184 -0.0760
O 4.947 -2.532 1.175 -0.0297
H 2.163 -1.815 -0.580 0.0518
H 1.473 -3.364 -0.156 0.0874
H 2.378 -2.483 1.018 0.0687
H 4.479 -5.493 -0.034 0.0869
H 3.720 -4.779 1.341 0.0619
H 2.756 -5.537 0.031 0.0933
H 4.053 -4.784 -2.216 0.1252
H 2.473 -4.145 -2.211 0.1195
H 3.806 -2.972 -3.914 0.1122
H 3.086 -1.893 -2.686 0.0925
H 5.490 -1.384 -3.169 0.1194
H 5.911 -3.050 -2.630 0.1157
H 7.033 -1.489 0.206 0.0759
H 7.065 -0.603 -1.345 0.0827
H 7.517 -2.352 -1.280 0.0811
H 5.041 0.207 -1.613 0.0873
H 5.059 -0.013 0.090 0.0774
H 3.555 -0.408 -0.748 0.0492
H 5.666 -3.046 1.560 0.1136
```

Properties
Electronic energy ... -79065.1626 eV
SMILES ... CC1(C)CCCC(C)(C)N1O.CC1(C)CCCC(C)(C)N1O.CC1(C)CCCC(C)(C)N1O.CC1(C)CCCC(C)(C)N1O.CC1(C)CCCC(C)(C)N1O.CC1(C)CCCC(C)(C)N1O


Maximum force for the records above, in order: 3.29 2.44 eV Å⁻¹
Kohn-Sham gap for the records above, in order: 9.66 8.39 eV